# 1
DFT (wB97M-V/def2-TZVPD) results for a 3-piece molecular cluster, C12H27BNO8 overall.

As for the lowest unoccupied orbital energy: 2.045 eV. For the relative energy (zero: lowest compared OMol25 entry of this formula, charge and spin), the calculation gives 0.124 eV. For the highest occupied orbital energy, the calculation gives -1.80 eV.

ORCA input file:
```
! wB97M-V def2-TZVPD RIJCOSX def2/J DEFGRID3
* xyz -1 1
C -5.39091 -1.21346 2.01806
C -4.52089 -0.03179 2.44745
C -3.29845 0.27185 1.53917
C -2.62633 -1.02372 1.06182
C -3.57495 1.25691 0.38501
C -3.61691 2.68291 0.91665
N -2.30033 3.19871 1.38416
B -4.86709 0.94865 -0.37820
O -6.12765 1.51367 -0.11283
O -4.92267 0.04269 -1.46306
H -5.75656 -1.09422 0.99560
H -6.26896 -1.30360 2.66475
H -4.84218 -2.15674 2.07384
H -5.14653 0.86482 2.49197
H -4.18098 -0.22313 3.47676
H -2.55974 0.74857 2.19939
H -1.75107 -0.75474 0.46721
H -3.29125 -1.61763 0.42754
H -2.28772 -1.65433 1.89574
H -4.33182 2.82972 1.75515
H -3.95718 3.35221 0.11889
H -2.24203 3.16219 2.39343
H -1.59436 2.56277 1.02249
H -6.79596 1.08620 -0.66461
H -4.00227 -0.20135 -1.61535
C 3.32110 0.63797 -1.36457
O 2.23873 0.55598 -2.29117
C 1.07672 1.04081 -1.81175
O 0.93660 1.51573 -0.71679
O 0.15735 0.90499 -2.75057
C -1.17094 1.34884 -2.38222
H 4.18243 0.21143 -1.87086
H 3.51679 1.67395 -1.09059
H 3.10397 0.06714 -0.46330
H -1.16346 2.40853 -2.13546
H -1.57781 0.80657 -1.52822
H -1.77610 1.17223 -3.26727
C 6.82910 -3.25595 -2.46468
O 7.71506 -3.06673 -1.35394
C 7.30697 -2.13950 -0.48877
O 6.30124 -1.48727 -0.58098
O 8.20042 -2.05779 0.49636
C 7.86985 -1.09298 1.50295
H 7.28740 -4.03085 -3.07097
H 5.84680 -3.57244 -2.12000
H 6.72997 -2.33463 -3.03521
H 6.92094 -1.34212 1.97356
H 7.80566 -0.09660 1.07021
H 8.67752 -1.14191 2.22643
*
```

=====

# 2
DFT (wB97M-V/def2-TZVPD) results for an isolated ion of composition C3H6O3P and charge -1.

As for the lowest unoccupied orbital energy: 4.088 eV. For the relative energy (zero: lowest compared OMol25 entry of this formula, charge and spin), the calculation gives 1.016 eV. For the highest occupied orbital energy, the calculation gives -4.13 eV.

ORCA input file:
```
! wB97M-V def2-TZVPD RIJCOSX def2/J DEFGRID3
* xyz -1 1
C -2.23316 -1.62794 -0.26227
C -1.30365 -0.76261 0.27619
C 1.95738 0.58283 -0.55658
O 0.24119 2.66791 0.32471
O 0.64927 0.59813 1.94293
O -0.85743 0.29249 -0.29863
P 0.57060 1.25018 0.61997
H -2.43337 -2.56738 0.19447
H -2.55494 -1.79318 -1.22150
H -0.92782 -0.72138 1.34210
H 2.60164 1.55882 -0.52535
H 2.61492 -0.16980 -0.15676
H 1.67536 0.69194 -1.67929
*
```

=====

# 3
DFT (wB97M-V/def2-TZVPD) results for a 2-piece molecular cluster, C5H12NO4 overall.

As for the lowest unoccupied orbital energy: 3.601 eV. For the relative energy (zero: lowest compared OMol25 entry of this formula, charge and spin), the calculation gives 3.229 eV. For the highest occupied orbital energy, the calculation gives -4.46 eV.

ORCA input file:
```
! wB97M-V def2-TZVPD RIJCOSX def2/J DEFGRID3
* xyz -1 1
C -0.91804 1.61568 -2.06166
C -1.73582 0.41202 -1.40303
C -0.94256 -0.33283 -0.27127
C 0.50860 -0.43826 -0.61698
C 1.70297 0.47963 2.32746
N 1.13846 -1.20832 0.46680
O 0.67554 -2.49412 0.62306
O 0.90045 1.44465 2.36965
O 2.86443 0.43465 2.00340
O 1.09866 -0.72663 2.96762
H -0.76555 2.36108 -1.32214
H -0.08361 1.29811 -2.53209
H -1.62388 2.01885 -2.72224
H -2.64387 0.75266 -0.96014
H -2.11931 -0.25626 -2.24290
H -0.96917 0.34634 0.59600
H -1.57610 -1.20803 0.01554
H 0.85357 0.53746 -0.70807
H 0.58314 -0.98422 -1.49574
H 2.07730 -1.13778 0.34059
H 0.72507 -2.49473 1.57303
H 0.24973 -0.41994 3.05310
*
```

=====

# 4
DFT (wB97M-V/def2-TZVPD) results for a 2-piece molecular cluster, C7H14N2O8P overall.

As for the lowest unoccupied orbital energy: 2.645 eV. For the highest occupied orbital energy, the calculation gives -4.82 eV.

ORCA input file:
```
! wB97M-V def2-TZVPD RIJCOSX def2/J DEFGRID3
* xyz -1 1
C -2.28070 4.46800 0.63179
C -1.16462 3.56075 1.06632
O -0.04655 3.97290 1.28264
O -1.54752 2.28203 1.20259
C -0.85079 1.53790 2.21315
C 0.43066 0.91791 1.68621
C 0.90054 -0.22629 2.57933
C 1.74332 -1.28163 1.86763
O 1.19468 -1.68053 0.62108
C 1.83548 -1.21072 -0.46229
O 2.47130 -0.17177 -0.51189
O 1.70576 -2.08278 -1.48715
P 0.67620 -1.66736 -2.74199
N 0.12681 -0.20440 -2.67776
H -1.95379 5.08670 -0.18877
H -3.13727 3.89282 0.30543
H -2.57014 5.06641 1.48463
H -1.51953 0.72860 2.47405
H -0.67905 2.15598 3.08657
H 1.21033 1.66525 1.65261
H 0.23559 0.60046 0.67156
H 0.06341 -0.75276 3.02596
H 1.52212 0.19694 3.35989
H 2.77672 -0.97871 1.77558
H 1.73261 -2.16506 2.49475
H 1.44691 -1.92664 -3.88582
H -0.29119 -2.67477 -2.68525
H 0.46368 0.29081 -3.49049
N -1.12659 -4.85710 -3.84041
O -0.75166 -4.85062 -2.64328
O -1.24362 -5.92711 -4.45828
O -1.37309 -3.76518 -4.40839
*
```

=====

# 5
DFT (wB97M-V/def2-TZVPD) results for a 3-piece molecular cluster, C6H9NO2 overall.

As for the lowest unoccupied orbital energy: 0.595 eV. For the relative energy (zero: lowest compared OMol25 entry of this formula, charge and spin), the calculation gives 3.572 eV. For the highest occupied orbital energy, the calculation gives -8.32 eV.

ORCA input file:
```
! wB97M-V def2-TZVPD RIJCOSX def2/J DEFGRID3
* xyz 0 1
C 0.98908 2.69719 -0.48938
C 1.01330 1.57664 0.13245
C 5.64005 -0.54654 -0.58291
C -1.37787 -1.66898 -0.51452
C 0.34736 -0.32187 1.47648
C -2.22582 -0.80222 -0.97365
N 1.04499 0.43299 0.47486
O 5.90254 0.56630 -0.79485
O 5.36673 -1.61196 -0.34405
H 0.31935 2.76325 -1.32592
H 1.45314 3.71367 -0.40444
H -1.63762 -2.13042 0.40939
H -0.84467 -2.12008 -1.35923
H -0.52753 0.35022 1.60123
H -0.09027 -1.24286 1.13963
H 0.91174 -0.31261 2.40064
H -2.84614 -0.16122 -0.42681
H -2.25548 -0.45379 -2.07736
*
```

=====

# 6
DFT (wB97M-V/def2-TZVPD) results for C3H7O4PS as an isolated structure.

As for the lowest unoccupied orbital energy (alpha / beta): -0.847 / -0.847 eV. For the relative energy (zero: lowest compared OMol25 entry of this formula, charge and spin), the calculation gives 1.210 eV. For the highest occupied orbital energy (alpha / beta), the calculation gives -9.69 / -9.69 eV.

ORCA input file:
```
! wB97M-V def2-TZVPD RIJCOSX def2/J DEFGRID3
* xyz 0 1
C -0.18905 -1.28264 1.00276
C 0.78893 -0.17351 1.22673
C 1.06678 0.89449 -1.61407
O 0.41518 2.46968 0.74607
O -1.95761 -0.99576 -1.43449
O -3.20525 0.60284 0.08136
O -1.46891 -0.93462 1.12939
P 0.35764 1.16177 0.11542
S -1.98736 -0.09471 -0.29965
H 0.05111 -1.50356 -0.03352
H 0.06139 -2.17600 1.55060
H 0.82183 0.34172 2.16435
H 1.70142 -0.59897 1.07955
H 0.48692 1.28272 -2.42326
H 2.08529 1.22539 -1.61042
H 0.97168 -0.21882 -1.68081
*
```

=====

| no. | total energy (eV) |
| --- | --- |
| 1 | -31430.641 |
| 2 | -18641.795 |
| 3 | -15058.804 |
| 4 | -36133.451 |
| 5 | -11949.746 |
| 6 | -31536.879 |